No. 1
39
Properties=species:S:1:pos:R:3:lowdin_charge:R:1 method="wB97M-V/def2-TZVPD" e_lumo_ev=3.63 spin_multiplicity=1 charge=-2 e_homo_ev=-2.474
Cs -0.93 0.14 0.29 1.3495
O -3.84 -0.33 0.74 -0.2596
P -3.56 -1.92 0.39 0.1092
O -4.71 -2.75 0.80 -0.3309
O -2.15 -2.18 0.82 -0.5509
O -3.62 -1.82 -1.25 -0.2889
P -2.60 -1.30 -2.38 0.1334
O -3.60 -1.27 -3.66 -0.1541
O -1.55 -2.32 -2.68 -0.3189
O -2.17 0.10 -2.05 -0.5597
H -3.36 -0.05 1.52 0.0110
H -4.22 -0.55 -3.51 0.0563
F -3.12 7.01 3.56 0.0542
C -2.61 5.78 3.29 -0.1782
C -3.19 4.64 3.81 -0.1703
F -4.29 4.76 4.58 0.0765
C -2.67 3.39 3.54 -0.1486
F -3.30 2.32 4.07 0.0729
C -1.52 3.16 2.73 -0.3728
O -1.06 2.02 2.47 -0.2159
C -0.96 4.38 2.24 -0.1485
F 0.13 4.31 1.45 0.0666
C -1.48 5.63 2.50 -0.1708
F -0.89 6.73 1.99 0.0739
C 6.17 -3.63 -0.70 -0.1188
C 5.85 -2.27 -1.34 -0.2667
C 4.41 -2.12 -1.67 -0.6640
N 3.61 -1.33 -1.06 -0.0098
N 2.31 -1.38 -1.48 -0.0071
C 2.11 -2.26 -2.42 -0.6898
N 0.95 -2.56 -3.02 0.0914
S 3.61 -3.06 -2.92 1.0067
H 7.23 -3.70 -0.45 0.0617
H 5.92 -4.45 -1.38 0.0585
H 5.59 -3.76 0.21 0.0775
H 6.46 -2.14 -2.24 0.0982
H 6.10 -1.46 -0.65 0.1057
H 0.02 -2.37 -2.57 0.0391
H 0.93 -3.40 -3.56 0.0822

=====

No. 2
15
Properties=species:S:1:pos:R:3:nbo_charge:R:1 method="wB97M-V/def2-TZVPD" e_lumo_ev="-4.30 / -4.23" spin_multiplicity=1 charge=+1 e_homo_ev="-12.873 / -11.898"
C 1.03 -1.43 0.29 0.3819
C 0.90 0.68 -0.17 0.1262
C -1.25 -0.32 0.25 -0.4405
N 0.18 -0.46 0.23 -0.3688
N 2.30 -1.21 0.26 -0.6377
N 0.53 1.78 0.55 -0.8125
S 2.64 0.47 -0.10 0.5603
H 0.58 -2.45 0.38 0.2509
H 0.33 0.57 -2.20 -0.0797
H -1.60 -0.07 1.20 0.2406
H -1.66 0.53 -0.26 0.2537
H -1.74 -1.22 -0.26 0.2585
H 3.02 -1.85 0.50 0.4617
H -0.37 2.16 0.58 0.4073
H 1.23 2.48 0.52 0.3982

=====

No. 3
74
Properties=species:S:1:pos:R:3:lowdin_spin:R:1 method="wB97M-V/def2-TZVPD" s_squared=8.793 e_lumo_ev="-12.37 / -15.25" spin_multiplicity=6 charge=+4 e_homo_ev="-16.786 / -19.117"
Ir 0.85 -1.50 1.38 1.4977
P -0.20 0.51 1.23 0.2008
P 0.82 -1.77 3.59 0.1297
P -2.12 0.36 -4.48 0.4220
H -0.41 -3.73 1.35 0.0332
C -0.52 -2.76 0.84 0.2177
C -0.06 -2.87 -0.59 0.0967
H 0.59 -2.04 -0.93 0.0113
C -1.99 0.48 1.56 0.0489
C 0.54 1.75 2.34 0.0329
C -0.15 1.36 -0.38 0.0387
C 0.97 -3.49 4.18 0.0450
C 2.32 -0.94 4.18 0.0231
C -0.66 -1.11 4.43 0.0191
C -1.86 -1.15 -5.39 0.0555
C -0.68 1.43 -4.30 0.0545
C -3.68 1.21 -4.64 0.0739
H -1.55 -2.39 0.93 0.0411
H 0.55 -3.79 -0.66 0.0033
H -2.33 1.44 1.99 0.0069
H -2.26 -0.32 2.26 0.0013
H -2.54 0.32 0.63 0.0012
H 0.03 2.71 2.20 0.0066
H 1.60 1.88 2.10 0.0004
H 0.45 1.46 3.39 0.0002
H -0.93 0.95 -1.03 0.0008
H 0.82 1.24 -0.89 0.0015
H -0.33 2.43 -0.26 0.0077
H 1.40 -3.46 5.19 0.0068
H 1.62 -4.05 3.50 0.0032
H -0.04 -3.94 4.19 0.0003
H 2.59 -1.41 5.14 0.0019
H 2.14 0.14 4.31 0.0003
H 3.13 -1.10 3.44 0.0026
H -0.66 -1.52 5.45 0.0033
H -1.55 -1.46 3.90 0.0008
H -0.64 -0.01 4.46 -0.0001
H -1.88 -0.87 -6.45 0.0207
H -2.66 -1.87 -5.17 0.0029
H -0.89 -1.61 -5.13 0.0002
H -0.20 1.47 -5.29 0.0166
H 0.04 1.05 -3.55 0.0072
H -1.00 2.45 -4.00 -0.0007
H -3.96 1.12 -5.71 0.0206
H -3.56 2.27 -4.37 0.0001
H -4.45 0.75 -4.00 0.0107
C -2.27 -1.90 -1.62 0.2324
C -3.57 -2.09 -1.18 0.0326
C -4.07 -3.38 -1.13 0.2699
C -3.25 -4.48 -1.40 0.0157
C -1.91 -4.34 -1.62 0.2065
C -1.25 -3.00 -1.67 0.0755
O -1.97 -0.68 -2.15 0.2281
H -2.38 -0.35 -3.03 0.0867
H -4.20 -1.23 -0.99 -0.0022
H -5.13 -3.53 -0.88 0.0122
H -3.70 -5.48 -1.41 -0.0037
H -1.28 -5.22 -1.75 0.0095
H -0.75 -2.91 -2.65 0.0221
S 2.91 -1.29 0.45 0.4893
C 3.17 0.38 0.01 0.0831
N 3.05 0.80 -1.26 0.0219
C 3.39 2.16 -1.71 0.0048
C 4.43 2.75 -0.78 0.0011
C 3.99 2.62 0.66 0.0038
N 3.59 1.24 0.95 0.0325
H 2.72 0.11 -1.93 0.0016
H 2.48 2.77 -1.72 0.0012
H 3.78 2.10 -2.73 0.0006
H 4.58 3.80 -1.02 0.0001
H 5.38 2.24 -0.92 0.0000
H 3.14 3.29 0.88 0.0021
H 4.81 2.89 1.34 0.0005
H 3.69 0.86 1.89 0.0030

=====

No. 4
11
Properties=species:S:1:pos:R:3:nbo_charge:R:1 method="wB97M-V/def2-TZVPD" e_lumo_ev="-6.82 / -7.94" spin_multiplicity=1 charge=+1 e_homo_ev="-15.507 / -15.012"
C -1.13 0.50 1.34 0.8364
C 0.11 0.42 -0.81 -0.2554
C 0.61 -1.04 -0.52 -0.6264
N -0.15 1.11 0.53 -0.0625
O -1.98 0.56 2.10 -0.2797
O 0.65 1.96 1.01 -0.1371
S -0.49 -1.82 0.68 0.4160
H 0.94 0.75 -1.33 0.2672
H -0.82 0.37 -1.47 0.2579
H 0.62 -1.67 -1.44 0.2906
H 1.65 -1.15 -0.09 0.2930

=====

No. 5
89
Properties=species:S:1:pos:R:3:lowdin_charge:R:1 method="wB97M-V/def2-TZVPD" e_lumo_ev="-2.77 / -2.77" spin_multiplicity=1 charge=+1 e_homo_ev="-8.668 / -8.656"
Ti 0.36 -0.31 0.22 0.9811
C 5.73 0.31 1.16 -0.0941
C 5.00 0.85 2.21 -0.0642
C 3.67 1.18 2.06 -0.0129
C 3.01 0.97 0.83 -0.2993
C 3.76 0.44 -0.22 -0.0716
C 5.10 0.12 -0.06 -0.1111
N 1.64 1.18 0.68 -0.0813
C 1.01 2.23 1.36 -0.2563
C 1.54 3.50 1.59 -0.0299
C 0.78 4.45 2.26 -0.0888
C -0.51 4.16 2.69 -0.0920
C -1.06 2.91 2.44 -0.0303
C -0.31 1.97 1.76 -0.2358
N -0.74 0.68 1.40 -0.1437
N -1.95 0.27 1.86 0.0782
C -2.12 -0.99 1.50 -0.3860
C -3.25 -1.74 1.97 -0.0181
C -3.37 -3.04 1.63 -0.0672
C -2.38 -3.66 0.82 -0.0727
C -1.33 -2.91 0.39 -0.1449
N -1.19 -1.59 0.70 -0.0452
H 6.78 0.07 1.28 0.1021
H 5.48 1.01 3.17 0.1109
H 3.10 1.56 2.90 0.1259
H 3.27 0.33 -1.18 0.0369
H 5.67 -0.26 -0.91 0.0962
H 2.54 3.73 1.27 0.1156
H 1.20 5.43 2.45 0.1015
H -1.09 4.91 3.22 0.1005
H -2.06 2.65 2.75 0.1044
H -3.97 -1.23 2.60 0.1148
H -4.21 -3.62 1.99 0.1096
H -2.45 -4.70 0.54 0.1033
H -0.57 -3.33 -0.25 0.1045
N -1.42 2.24 -1.11 0.0530
N -0.96 3.05 -2.16 -0.0436
C 0.14 2.75 -2.82 -0.7758
N 0.53 3.59 -3.81 0.0964
S 1.01 1.33 -2.47 0.7569
H -1.90 1.41 -1.49 0.0479
H -2.02 2.77 -0.50 0.1071
H -1.42 3.94 -2.31 0.1613
H 0.15 4.52 -3.86 0.1106
H 1.48 3.49 -4.12 0.0917
N 1.86 -0.80 -4.51 0.0996
C 2.91 -1.26 -3.56 -0.2135
P 2.09 -2.34 -2.32 0.4150
O 1.35 -3.32 -3.14 -0.3044
O 1.38 -1.51 -1.28 -0.4367
C 3.56 -3.01 -1.43 -0.1612
N 3.33 -3.01 0.04 0.1187
H 1.21 -1.59 -4.67 0.1363
H 2.24 -0.50 -5.40 0.1647
H 1.35 0.00 -4.06 -0.0086
H 3.42 -0.39 -3.16 0.0835
H 3.61 -1.89 -4.11 0.1140
H 4.42 -2.36 -1.61 0.0930
H 3.80 -4.02 -1.77 0.1141
H 4.19 -2.93 0.60 0.1382
H 2.84 -3.84 0.38 0.1423
H 2.73 -2.20 0.31 0.0650
N -3.83 -4.51 -4.77 0.1667
C -4.81 -5.44 -5.07 -0.1904
C -4.89 -6.44 -6.03 -0.0223
C -6.06 -7.18 -6.05 -0.0866
C -7.10 -6.93 -5.14 -0.0853
C -7.00 -5.94 -4.18 -0.0103
C -5.84 -5.18 -4.15 -0.2219
N -5.48 -4.13 -3.32 0.1853
C -4.30 -3.77 -3.71 -0.2822
C -3.55 -2.66 -3.10 -0.1210
C -2.29 -2.26 -3.53 0.0023
C -1.68 -1.19 -2.90 -0.1488
N -2.20 -0.55 -1.86 0.0417
C -3.42 -0.94 -1.45 -0.1170
C -4.12 -1.97 -2.04 0.0153
H -2.93 -4.44 -5.21 0.1488
H -4.09 -6.63 -6.74 0.1080
H -6.17 -7.97 -6.78 0.1035
H -7.99 -7.54 -5.19 0.1029
H -7.80 -5.75 -3.48 0.1138
H -1.77 -2.77 -4.33 0.1032
H -0.69 -0.86 -3.20 0.0486
H -3.83 -0.41 -0.60 0.1158
H -5.09 -2.26 -1.67 0.1203
S 2.85 -3.11 3.20 0.6110
C 1.95 -2.10 2.31 -0.8880
N 1.38 -1.40 1.56 -0.0191

=====

No. 6
14
Properties=species:S:1:pos:R:3:nbo_charge:R:1 method="wB97M-V/def2-TZVPD" e_lumo_ev=0.97 spin_multiplicity=1 smiles="C=C[C@@]1(O)CO1.[H][H]" e_homo_ev=-9.831
C 2.12 0.41 0.49 -0.3567
C 1.04 -0.25 0.87 -0.2295
O -1.30 0.17 1.49 -0.4916
C -1.43 -0.86 0.50 -0.1374
C -0.34 0.12 0.46 0.4338
O -0.37 1.18 -0.43 -0.6985
H 2.05 1.28 -0.16 0.2144
H 3.11 0.11 0.81 0.2018
H -0.56 -0.32 -3.46 -0.0100
H 1.10 -1.12 1.52 0.2094
H -2.27 -0.73 -0.19 0.1848
H -1.27 -1.88 0.85 0.1855
H -0.60 -0.07 -2.76 0.0072
H -1.25 1.59 -0.34 0.4868